P.
The following is a quantum chemistry calculation of an isolated molecule of CH5N3S, from the OMol25 dataset.

Positions of all 10 atoms, in Å:
N  -1.573  -0.141  -0.866
N  -0.415  -0.891  -0.941
C  0.739  -0.481  -0.554
N  1.008  0.804  0.042
S  0.221  1.204  1.511
H  -2.346  -0.784  -0.904
H  -1.575  0.483  -0.106
H  1.558  -1.198  -0.611
H  2.002  0.903  0.142
H  0.379  0.101  2.287

SMILES string	N/N=C\NS
HOMO-LUMO gap	9.41	eV
net charge	0

=====

Q.
The following is a quantum chemistry calculation of an isolated molecule of CH5N3S, from the OMol25 dataset.

Positions of all 10 atoms, in Å:
N  1.683  -0.497  -0.347
N  1.156  0.831  -0.209
C  -0.102  0.822  0.113
N  -0.831  -0.298  0.320
S  -2.457  0.045  -0.370
H  2.704  -0.348  -0.714
H  1.746  -1.173  0.453
H  -0.576  1.843  0.045
H  -0.432  -1.000  -0.103
H  -2.891  -0.224  0.812

SMILES string	N/N=C\NS
HOMO-LUMO gap	9.09	eV
net charge	0

=====

Energy above the most stable structure, in hartree: P 0.0000; Q 0.0292

=====

P.
The following is a quantum chemistry calculation of a structure of composition C6H8N, from the OMol25 dataset.

Positions of all 15 atoms, in Å:
C  0.567  -0.539  1.846
C  1.767  -0.064  1.431
C  -0.454  -0.600  0.926
C  1.157  0.618  -0.273
C  -1.248  0.742  -0.935
C  -0.688  -0.472  -1.490
N  -0.123  0.109  -0.240
H  0.538  -1.044  2.709
H  2.874  0.237  1.710
H  -1.477  -0.850  0.936
H  1.451  1.483  -0.883
H  -0.913  1.594  -1.541
H  -2.253  0.715  -0.418
H  -1.064  -1.446  -1.380
H  -0.134  -0.483  -2.398

HOMO-LUMO gap (spin up / spin down)	8.28 / 8.24	eV
net charge	+1

=====

Q.
The following is a quantum chemistry calculation of a cluster of 2 separate species, C6H8N in total, from the OMol25 dataset.

Positions of all 15 atoms, in Å:
C  0.359  -0.304  0.125
C  -0.731  -0.579  -0.312
C  1.686  -0.200  0.501
C  -3.819  -0.466  -0.777
C  2.682  -1.214  0.154
C  -4.156  -0.347  0.579
N  2.629  -0.011  -0.638
H  1.804  0.481  1.342
H  3.350  -1.452  1.089
H  2.414  -2.162  -0.406
H  -5.145  -0.463  0.785
H  -4.061  0.691  0.324
H  -3.453  -0.526  1.348
H  2.116  -0.093  -1.515
H  3.389  0.632  -0.541

HOMO-LUMO gap (spin up / spin down)	6.39 / 7.34	eV
net charge	+1

=====

Energy above the most stable structure, in hartree: P 0.0000; Q 0.1719

=====

P.
The following is a quantum chemistry calculation of the ion C6H8N with charge +1, from the OMol25 dataset.

Positions of all 15 atoms, in Å:
C  2.470  -0.264  -0.561
C  3.593  -0.006  -0.978
C  0.517  1.062  -0.190
C  1.766  0.610  0.459
C  1.236  -0.843  0.121
C  -1.257  -0.543  -0.024
N  0.052  -0.250  -0.517
H  -0.179  1.406  0.493
H  0.744  1.688  -0.991
H  2.143  1.268  1.267
H  1.249  -1.825  0.576
H  -2.020  0.220  -0.218
H  -1.528  -1.467  -0.425
H  -1.093  -0.664  1.021
H  0.208  -0.524  -1.467

HOMO-LUMO gap	10.32	eV
net charge	+1

=====

Q.
The following is a quantum chemistry calculation of a structure of composition C6H8N, from the OMol25 dataset.

Positions of all 15 atoms, in Å:
C  2.477  1.051  0.036
C  1.249  1.513  0.095
C  3.029  -0.234  -0.179
C  1.820  -0.875  -0.076
C  0.708  0.089  0.255
C  -1.552  0.879  -0.102
N  -0.555  -0.133  -0.480
H  4.122  -0.416  -0.050
H  1.791  -1.953  -0.100
H  0.463  0.232  1.891
H  -1.563  0.948  1.033
H  -0.978  1.699  -0.356
H  -2.447  0.914  -0.657
H  -0.464  0.071  -1.529
H  -0.859  -1.153  -0.252

HOMO-LUMO gap	8.44	eV
net charge	+1

=====

Energy above the most stable structure, in hartree: P 0.0000; Q 0.0560

=====

P.
The following is a quantum chemistry calculation of a cluster of 2 separate species, C5H15NO2 in total, from the OMol25 dataset.

Positions of all 23 atoms, in Å:
C  -0.570  2.112  -0.309
N  0.211  1.100  0.405
C  0.040  -0.259  -0.110
C  1.406  -0.877  -0.656
C  1.332  -1.150  -2.139
O  0.290  -2.105  -2.411
C  -0.539  -1.189  0.974
H  -0.566  1.835  -1.365
H  -1.617  1.987  -0.025
H  -0.077  3.080  -0.255
H  0.119  1.038  1.415
H  -0.590  -0.197  -0.997
H  2.191  -0.133  -0.489
H  1.614  -1.746  -0.038
H  0.855  -0.277  -2.597
H  2.278  -1.432  -2.591
H  0.652  -3.003  -2.494
H  0.264  -1.509  1.629
H  -0.976  -2.010  0.410
H  -1.360  -0.660  1.467
H  -1.063  1.447  3.699
H  -2.223  1.747  2.897
O  -1.671  2.202  3.582

spin multiplicity	2
⟨S²⟩	0.754
HOMO-LUMO gap (spin up / spin down)	11.22 / 6.39	eV
net charge	+1

=====

Q.
The following is a quantum chemistry calculation of a cluster of 3 separate species, C5H15NO2 in total, from the OMol25 dataset.

Positions of all 23 atoms, in Å:
C  -1.633  1.088  1.434
C  -0.150  0.652  1.309
C  0.063  -0.821  1.497
C  -0.836  -1.796  0.770
C  -1.787  -2.554  1.388
N  -0.693  -1.720  -0.565
H  -1.772  1.406  2.476
H  -2.329  0.266  1.265
H  -1.916  1.943  0.831
H  0.099  0.986  0.292
H  0.461  1.266  1.962
H  1.085  -1.039  1.126
H  0.223  -1.187  2.517
H  -1.863  -2.494  2.465
H  -2.488  -3.204  0.879
H  0.243  -1.545  -0.947
H  -1.323  -2.285  -1.140
H  1.335  -1.879  -3.501
H  2.443  -2.659  -2.865
O  1.730  -2.045  -2.632
H  2.607  6.793  -1.850
H  2.386  5.521  -2.636
O  2.273  5.895  -1.781

spin multiplicity	2
⟨S²⟩	0.765
HOMO-LUMO gap (spin up / spin down)	10.01 / 6.04	eV
net charge	+1

=====

Energy above the most stable structure, in hartree: P 0.0473; Q 0.0000